Entry 1:
Computed, not measured: C18H32BBeBr6Cl3CsFN2O5P as an isolated structure at a distorted geometry, with the ωB97M-V functional and the def2-TZVPD basis.

Element x y z (Å)
C 1.636 4.165 -1.745
C 1.789 3.093 -2.514
C 1.876 1.677 -3.305
C 2.166 0.541 -2.183
C 1.207 -0.750 -2.277
C -0.362 -0.438 -2.153
O -1.109 0.040 -3.313
B -2.456 0.245 -2.710
P -3.481 1.793 -3.228
C -5.326 1.460 -2.793
C -3.033 3.259 -2.070
O -2.303 0.460 -1.245
C -0.860 0.720 -1.102
O -0.275 0.584 0.220
C -1.094 1.348 1.135
N -1.958 1.570 1.982
H 1.115 5.017 -1.158
H 2.766 1.795 -4.048
H 0.896 1.505 -3.890
H 2.081 1.014 -1.129
H 3.264 0.217 -2.302
H 1.479 -1.424 -1.366
H 1.467 -1.383 -3.216
H -0.976 -1.374 -1.834
H -2.990 -0.800 -2.976
H -5.939 2.398 -3.075
H -5.417 1.362 -1.636
H -5.718 0.509 -3.341
H -3.144 2.927 -0.967
H -3.852 4.059 -2.252
H -1.986 3.702 -2.300
H -0.612 1.746 -1.602
C -5.254 0.423 3.595
O -4.612 1.110 2.532
H -6.333 0.561 3.506
H -5.021 -0.643 3.538
H -4.916 0.828 4.552
H -3.654 0.970 2.637
C 4.325 -4.394 1.651
C 2.944 -3.759 1.522
C 2.419 -3.773 0.086
C 3.352 -2.994 -0.805
N 4.093 -2.377 -1.511
H 5.076 -3.845 1.076
H 4.648 -4.390 2.694
H 4.314 -5.431 1.301
H 2.990 -2.726 1.894
H 2.242 -4.300 2.165
H 1.424 -3.321 0.045
H 2.341 -4.799 -0.286
O 1.760 6.519 0.358
H 2.272 7.337 0.303
H 2.055 6.112 1.191
C -7.225 3.021 1.953
Cl -7.628 4.603 1.259
Cl -8.111 2.762 3.461
Cl -7.574 1.725 0.795
H -6.157 3.005 2.173
C 6.706 -7.920 0.519
Br 6.358 -7.497 2.382
Br 5.765 -9.520 -0.045
Br 6.332 -6.413 -0.648
H 7.773 -8.130 0.434
Be 2.549 4.297 1.986
C 4.484 -0.427 3.457
Br 4.534 1.182 4.539
Br 4.683 -2.030 4.533
Br 2.895 -0.489 2.348
H 5.341 -0.386 2.784
F 3.524 0.999 0.466
Cs -9.569 3.074 -0.048

Calculated values
highest occupied orbital energy: -8.98 eV
net charge: +1
gap between HOMO and LUMO: 1.918 eV
lowest unoccupied orbital energy: -7.062 eV

Löwdin population analysis, charges in e, atoms 1 to 8:
1 C 0.050
2 C -0.097
3 C -0.165
4 C -0.199
5 C -0.105
6 C -0.196
7 O -0.047
8 B -0.832


Entry 2:
Computed, not measured: a 4-piece molecular cluster, C18H32BrN3O3P overall at a distorted geometry, with the ωB97M-V functional and the def2-TZVPD basis.

Element x y z (Å)
C 0.504 -1.513 3.166
C -0.083 -1.229 1.823
O 0.092 -0.206 1.236
O -0.883 -2.183 1.223
C -0.293 -3.450 1.046
C 0.639 -3.320 -0.199
P 2.405 -3.312 0.057
C 3.170 -2.102 -1.053
C 4.392 -1.452 -0.445
O 5.500 -1.627 -0.799
Br 3.946 -0.275 1.014
H 1.517 -1.108 3.182
H -0.065 -0.944 3.907
H 0.503 -2.554 3.478
H 0.192 -3.822 1.950
H -1.082 -4.152 0.789
H 0.427 -2.341 -0.641
H 0.385 -4.073 -0.946
H 2.962 -4.543 -0.272
H 2.742 -2.973 1.366
H 2.405 -1.333 -1.226
H 3.405 -2.589 -2.001
C 0.724 3.358 -2.606
C -0.373 2.428 -2.102
C 0.170 1.270 -1.256
C 1.087 0.390 -1.975
N 1.834 -0.337 -2.467
H 1.416 2.835 -3.268
H 0.292 4.183 -3.171
H 1.300 3.783 -1.780
H -0.929 2.039 -2.951
H -1.078 2.992 -1.490
H -0.639 0.637 -0.896
H 0.706 1.641 -0.382
C 0.564 3.700 3.940
C -0.418 3.755 5.103
C -0.007 2.857 6.278
C 0.069 1.455 5.877
N 0.113 0.360 5.533
H 0.621 2.696 3.515
H 0.253 4.376 3.145
H 1.567 3.995 4.256
H -1.412 3.464 4.759
H -0.496 4.778 5.472
H -0.724 2.933 7.095
H 0.971 3.152 6.664
C -4.204 -1.458 -3.638
C -3.500 -1.544 -4.986
C -2.153 -0.810 -5.000
C -2.311 0.614 -4.717
N -2.446 1.733 -4.496
H -4.442 -0.425 -3.381
H -5.140 -2.016 -3.657
H -3.582 -1.872 -2.841
H -4.143 -1.130 -5.764
H -3.322 -2.589 -5.244
H -1.669 -0.907 -5.973
H -1.479 -1.232 -4.251

Calculated values
highest occupied orbital energy: -13.36 eV
net charge: +1
gap between HOMO and LUMO: 10.271 eV
lowest unoccupied orbital energy: -3.090 eV

natural (NBO) population analysis, charges in e, atoms 1 to 8:
1 C -0.777
2 C 0.803
3 O -0.561
4 O -0.519
5 C -0.060
6 C -0.791
7 P 1.081
8 C -0.855


Entry 3:
Computed, not measured: C18H32CrO3S2 as an isolated structure at a distorted geometry, with the ωB97M-V functional and the def2-TZVPD basis.

Element x y z (Å)
Cr -0.477 0.110 -0.077
C -5.050 -0.871 -1.745
C -4.344 -1.771 -0.979
C -3.101 -1.542 -0.464
C -2.410 -0.369 -0.817
C -3.065 0.540 -1.663
C -4.396 0.323 -2.049
H -6.046 -1.067 -2.101
H -4.907 -2.658 -0.794
H -2.694 -2.246 0.247
H -2.651 1.502 -1.819
H -4.941 1.087 -2.640
C 2.986 2.654 0.160
C 2.605 2.265 1.576
S 2.098 0.536 1.665
O 1.637 0.190 0.268
C 3.611 -0.443 1.812
C 4.662 -0.513 0.693
H 3.965 2.205 0.007
H 3.024 3.720 0.030
H 2.281 2.291 -0.556
H 1.700 2.770 1.852
H 3.358 2.385 2.324
H 3.079 -1.393 1.941
H 4.009 -0.290 2.805
H 4.253 -0.670 -0.297
H 5.249 -1.354 0.969
H 5.268 0.389 0.619
O -0.053 -1.825 0.715
S 0.787 -2.498 -0.347
C 1.484 -3.992 0.468
C 0.994 -5.224 -0.333
C -0.486 -4.939 -0.669
C -0.278 -3.560 -1.291
H 1.175 -3.782 1.498
H 2.573 -3.808 0.406
H 1.219 -6.082 0.230
H 1.528 -5.306 -1.268
H -1.216 -4.897 0.166
H -0.864 -5.707 -1.352
H -1.136 -2.985 -1.540
H 0.291 -3.746 -2.169
C 0.054 4.182 0.942
C -0.937 3.204 0.336
C -1.256 3.617 -1.090
C -2.293 3.226 1.088
O -0.287 1.939 0.388
H -0.379 5.188 1.123
H 0.936 4.290 0.311
H 0.325 3.843 1.919
H -1.389 4.705 -1.145
H -2.233 3.217 -1.433
H -0.311 3.410 -1.614
H -2.773 4.115 0.736
H -2.216 3.220 2.205
H -2.964 2.413 0.755

Calculated values
highest occupied orbital energy (alpha / beta): -6.89 / -7.84 eV
expectation value of S²: 6.022
gap between HOMO and LUMO (alpha / beta): 7.033 / 7.979 eV
multiplicity: 5
energy relative to the best compared isomer or geometry (same formula, charge and spin): 10.1 kcal/mol
lowest unoccupied orbital energy (alpha / beta): 0.143 / 0.138 eV

natural (NBO) population analysis, charges in e, atoms 1 to 8:
1 Cr 1.213
2 C -0.248
3 C -0.244
4 C -0.209
5 C -0.450
6 C -0.252
7 C -0.209
8 H 0.204


Entry 4:
Computed, not measured: a 5-piece molecular cluster, C18H32FN2O13S overall at a distorted geometry, with the ωB97M-V functional and the def2-TZVPD basis.

Element x y z (Å)
O -3.557 -2.675 -1.947
C -3.469 -2.756 -3.203
N -3.308 -2.503 -4.487
N -1.979 -2.651 -4.897
C -1.245 -3.717 -4.140
O -1.521 -4.952 -4.415
O -0.252 -3.482 -3.181
S -1.119 -1.146 -4.959
O 0.314 -1.394 -5.410
O -1.779 -0.318 -6.063
F -1.213 -0.318 -3.503
O 1.302 -0.326 -2.661
C 1.246 -0.404 -1.453
O 0.087 -0.152 -0.811
C -0.134 -0.414 0.582
C 0.331 0.749 1.433
C 2.478 -0.686 -0.642
H 0.321 -1.362 0.881
H -1.213 -0.539 0.702
H 1.406 0.916 1.333
H 0.105 0.568 2.489
H -0.164 1.673 1.119
H 3.006 0.251 -0.454
H 3.125 -1.353 -1.217
H 2.277 -1.193 0.300
O 4.774 1.038 0.228
C 5.077 2.154 -0.142
O 4.175 3.152 -0.081
C 4.485 4.537 -0.297
C 4.428 4.882 -1.772
C 6.417 2.421 -0.762
H 5.442 4.803 0.160
H 3.720 5.108 0.235
H 5.171 4.323 -2.344
H 4.605 5.949 -1.924
H 3.449 4.625 -2.186
H 6.373 2.190 -1.828
H 7.154 1.770 -0.285
H 6.773 3.440 -0.618
O 0.498 -0.679 3.854
C 1.535 -0.748 4.480
O 1.511 -0.759 5.828
C 2.650 -1.043 6.654
C 3.465 0.210 6.904
C 2.860 -0.726 3.776
H 3.248 -1.856 6.235
H 2.254 -1.409 7.605
H 3.871 0.618 5.977
H 4.296 0.000 7.583
H 2.839 0.990 7.346
H 3.156 0.310 3.599
H 2.751 -1.236 2.816
H 3.650 -1.251 4.310
O -9.227 -1.235 -3.711
C -8.599 -1.033 -2.692
O -7.266 -0.853 -2.744
C -6.468 -0.407 -1.636
C -6.048 -1.573 -0.765
C -9.275 -1.076 -1.352
H -6.980 0.377 -1.071
H -5.577 0.057 -2.067
H -6.911 -2.075 -0.321
H -5.392 -1.235 0.041
H -5.518 -2.321 -1.359
H -9.313 -2.109 -1.002
H -10.294 -0.699 -1.467
H -8.801 -0.448 -0.601

Calculated values
highest occupied orbital energy: -4.84 eV
net charge: -1
gap between HOMO and LUMO: 6.677 eV
lowest unoccupied orbital energy: 1.833 eV

natural (NBO) population analysis, charges in e, atoms 1 to 8:
1 O -0.492
2 C 0.895
3 N -0.388
4 N -0.485
5 C 0.769
6 O -0.688
7 O -0.749
8 S 2.306


Number 1: DFT total energy -18515.50694 a.u.. Number 2: DFT total energy -4010.12719 a.u.. Number 3: DFT total energy -2771.51773 a.u.. Number 4: DFT total energy -2290.64481 a.u..